Record 1
ORCA calculation (wB97M-V/def2-TZVPD) on a molecular structure, C58H49F3KN2O5P2SSb.

XYZ file:
```
122
Properties=species:S:1:pos:R:3:forces:R:3
K 0.33236 -0.39557 -0.35352 0.014 0.508 -0.133
O -3.99599 0.00186 5.10819 -0.029 0.002 0.010
C -3.15969 -0.05189 4.02254 -0.012 -0.057 0.058
C -2.43755 -1.19277 3.71990 0.026 -0.039 -0.035
C -1.56847 -1.15115 2.63982 -0.285 0.048 0.010
N -1.41906 -0.06903 1.87997 0.012 0.160 0.020
C -2.13595 1.02232 2.16458 0.109 -0.023 0.126
C -3.03274 1.07109 3.22480 0.084 0.093 -0.001
C -1.93726 2.26597 1.26897 -0.218 -0.256 -0.353
O -2.73304 3.20618 1.46692 0.009 0.107 0.144
O -1.05663 2.16353 0.38778 0.078 -0.058 -0.029
C -0.75699 -2.39338 2.27344 0.182 -0.222 -0.100
O -1.12629 -3.46813 2.76925 0.050 0.065 0.072
O 0.21494 -2.18588 1.49267 0.037 -0.166 0.152
H -3.89214 -0.82119 5.59816 0.003 0.013 -0.008
H -2.51814 -2.11373 4.28584 0.010 0.012 0.014
H -3.57568 1.98540 3.41790 -0.011 -0.008 -0.018
C 3.41471 -0.67793 -1.11475 0.038 -0.103 0.146
C 2.61632 -0.44145 -2.24680 0.031 -0.029 -0.137
C 2.53837 0.95356 -2.43760 -0.065 0.027 -0.030
C 3.28504 1.57896 -1.42190 0.021 -0.076 0.006
C 3.83134 0.56867 -0.60443 -0.022 0.018 -0.025
H 3.66733 -1.64801 -0.70450 0.011 0.013 0.004
H 2.13671 -1.19991 -2.85658 0.051 0.002 -0.034
H 2.02686 1.45560 -3.24752 -0.001 0.019 -0.022
H 3.42838 2.64656 -1.30730 -0.010 0.002 0.007
H 4.49361 0.71798 0.24094 -0.006 -0.025 0.000
C -3.13516 -0.17202 -9.19695 -0.033 -0.029 -0.001
S -1.65885 0.64363 -8.56531 0.011 0.014 0.000
C -1.63683 -0.12218 -6.92654 -0.026 -0.050 0.018
C -0.47826 0.39796 -6.09684 0.043 0.004 -0.036
C -0.41590 -0.24104 -4.71064 -0.002 -0.007 -0.012
N -1.70074 -0.22483 -3.94319 -0.041 0.005 -0.001
P -1.66880 -1.73750 -3.00693 -0.047 0.097 -0.041
C -3.18828 -1.72398 -1.97544 -0.069 -0.076 -0.041
C -4.31022 -2.51088 -2.23910 -0.006 0.037 0.046
C -5.37707 -2.54449 -1.35146 0.020 -0.004 -0.030
C -5.33889 -1.79682 -0.18460 -0.001 -0.009 0.010
C -4.22334 -1.02401 0.10036 0.005 0.049 0.035
C -3.15588 -0.99906 -0.78133 0.021 0.017 -0.033
C -2.17174 -2.87892 -4.35789 0.037 -0.040 -0.007
C -3.19920 -2.59493 -5.25730 0.024 0.010 -0.020
C -3.52259 -3.48437 -6.26801 0.007 -0.002 -0.011
C -2.81649 -4.67576 -6.39823 -0.006 -0.008 -0.008
C -1.79369 -4.97102 -5.51157 0.012 -0.004 0.016
C -1.47376 -4.07437 -4.49741 -0.010 0.011 0.005
P -1.69211 1.15473 -2.82240 -0.084 0.067 0.092
C -3.47285 1.48635 -2.55009 -0.043 -0.052 -0.003
C -4.51430 0.89342 -3.25657 0.012 0.049 0.000
C -5.83321 1.17491 -2.92957 0.001 -0.016 -0.017
C -6.12034 2.05495 -1.89397 -0.003 0.011 0.010
C -5.08528 2.65536 -1.19005 0.009 -0.004 0.001
C -3.76603 2.37280 -1.51343 0.059 -0.016 0.009
C -1.37329 2.56076 -3.96109 0.055 0.043 0.019
C -2.26358 2.97263 -4.95385 0.014 -0.038 0.012
C -1.93818 4.02031 -5.79786 -0.009 -0.009 0.014
C -0.72415 4.68278 -5.64498 -0.002 0.019 -0.024
C 0.14953 4.30581 -4.63863 0.013 -0.005 0.026
C -0.17734 3.25100 -3.79304 -0.016 -0.004 0.012
H -3.30675 0.17285 -10.21567 0.011 0.005 0.002
H -4.00697 0.07688 -8.59023 0.010 0.012 0.003
H -3.00530 -1.25492 -9.20770 0.005 0.000 -0.006
H -1.56938 -1.20685 -7.04772 -0.002 0.021 0.002
H -2.57848 0.10204 -6.42201 -0.009 0.014 -0.001
H -0.53622 1.48260 -6.02565 0.016 -0.012 -0.021
H 0.46833 0.16454 -6.59462 -0.007 0.003 -0.003
H 0.39362 0.22374 -4.13416 0.002 0.002 0.014
H -0.10902 -1.28441 -4.84371 -0.042 0.002 -0.001
H -4.35955 -3.11139 -3.13590 -0.006 -0.017 0.001
H -6.23770 -3.16421 -1.57478 -0.002 0.001 0.001
H -6.16970 -1.82476 0.50988 0.000 0.002 -0.003
H -4.16987 -0.44087 1.01202 -0.004 -0.001 -0.005
H -2.31193 -0.36399 -0.53521 -0.021 -0.065 0.069
H -3.74095 -1.66339 -5.15916 -0.001 0.030 0.005
H -4.32307 -3.24908 -6.95959 -0.001 0.002 0.001
H -3.06431 -5.36921 -7.19290 0.001 0.001 0.002
H -1.23700 -5.89473 -5.60975 -0.003 0.001 0.000
H -0.66798 -4.29886 -3.80785 0.003 0.005 0.001
H -4.28417 0.19443 -4.05058 -0.004 -0.031 -0.026
H -6.63847 0.69344 -3.47285 0.004 -0.006 -0.002
H -7.15100 2.25771 -1.62652 0.001 0.003 -0.001
H -5.28561 3.32350 -0.36174 0.005 -0.010 0.000
H -2.96837 2.81329 -0.92238 0.012 0.002 -0.017
H -3.21042 2.45875 -5.06767 -0.019 -0.001 -0.010
H -2.62665 4.32084 -6.57822 -0.003 -0.004 0.000
H -0.46860 5.50208 -6.30656 0.001 -0.006 -0.003
H 1.08742 4.82985 -4.50318 -0.002 -0.001 0.000
H 0.49361 2.96052 -2.99355 0.012 -0.011 0.006
F -1.11656 -0.75531 7.66272 -0.006 -0.011 0.009
C -0.36232 -0.53357 6.54859 0.020 -0.007 -0.024
C 0.46243 -1.53940 6.09466 -0.004 0.019 -0.004
C 1.21576 -1.30869 4.94755 -0.004 -0.017 0.022
C 1.14209 -0.09694 4.26851 -0.063 0.052 -0.068
C 0.27846 0.88436 4.75693 0.003 -0.025 0.028
C -0.47414 0.68125 5.90568 -0.001 0.030 -0.019
Sb 2.08844 0.27844 2.36190 0.007 -0.123 0.112
C 3.34351 1.85009 3.15051 0.015 -0.036 -0.002
C 3.81908 2.81739 2.26653 0.018 0.035 0.025
C 4.64226 3.85027 2.70327 0.007 -0.003 -0.003
C 4.97522 3.89897 4.03977 -0.010 -0.002 0.000
F 5.77866 4.90599 4.48053 0.004 0.000 -0.003
C 4.52340 2.96803 4.95263 -0.006 0.001 -0.019
C 3.70391 1.94372 4.49308 0.020 0.031 0.027
C 3.58074 -1.26523 2.57236 0.000 -0.005 0.019
C 4.89140 -1.00144 2.95917 0.010 0.035 0.018
C 5.84313 -2.01345 3.03320 -0.009 -0.006 0.007
C 5.45474 -3.29694 2.71778 -0.018 -0.006 -0.010
F 6.37786 -4.29667 2.79338 0.002 0.003 0.000
C 4.16877 -3.60506 2.32693 0.013 0.018 0.014
C 3.23381 -2.57935 2.24704 -0.003 -0.030 -0.003
H 0.49512 -2.48832 6.61405 0.003 0.004 -0.002
H 1.84967 -2.10436 4.57464 0.003 0.004 -0.013
H 0.16120 1.82138 4.22041 0.007 -0.003 0.019
H -1.16581 1.42841 6.27262 0.000 -0.002 0.007
H 3.54904 2.76298 1.21727 -0.013 0.006 -0.004
H 5.01785 4.60497 2.02464 -0.001 -0.001 0.003
H 4.80942 3.05039 5.99334 -0.001 0.002 0.000
H 3.34002 1.20508 5.19900 0.000 0.006 -0.003
H 5.19117 0.01030 3.20923 0.002 -0.029 -0.026
H 6.86620 -1.81453 3.32557 -0.002 0.001 0.001
H 3.90673 -4.62588 2.08070 0.003 0.000 0.002
H 2.22098 -2.81042 1.92770 -0.009 0.033 -0.003
```
Positions in Å, forces in eV/Å.

Summary:
- HOMO energy: -0.0730 hartree
- Charge: -2
- Energy relative to the best compared isomer or geometry (same formula, charge and spin): 22.81 kJ/mol



Record 2
ORCA calculation (wB97M-V/def2-TZVPD) on 2 unconnected molecules or ions with the total composition C19H16N5O10 in a non-equilibrium geometry.

XYZ file:
```
50
Properties=species:S:1:pos:R:3:forces:R:3
C -3.25107 -2.25605 -1.50962 -0.168 -0.432 -0.202
C -3.01806 -1.08770 -0.60401 0.427 0.079 -0.013
O -1.77425 -0.50443 -1.04532 -0.849 -0.069 0.461
C -1.27843 0.41494 -0.19476 1.389 0.875 -0.090
C -0.07876 1.10768 -0.72192 -0.653 -1.082 -0.798
C 0.64678 0.59490 -1.90690 -0.698 1.420 -0.352
O 1.13412 1.30387 -2.78699 -0.013 -0.903 0.446
O 0.71800 -0.75338 -1.97217 0.447 -0.536 -0.149
C 1.37653 -1.37086 -3.11193 -0.240 0.720 0.573
C 0.52336 -2.53234 -3.51754 -0.414 -0.253 -0.152
C -0.02051 2.53421 -0.53192 0.131 1.763 0.397
C 1.09323 3.31494 -0.97399 -0.496 -0.209 0.207
C 1.09321 4.69884 -0.88376 -0.142 -0.009 0.108
C 0.00252 5.38425 -0.33823 -0.235 0.134 -0.050
C -1.10797 4.65323 0.10336 0.508 -0.043 -0.098
C -1.10331 3.26363 0.04050 0.288 -0.225 -0.175
O -1.79096 0.63964 0.89952 -0.186 -0.287 -0.490
H -4.18649 -2.74479 -1.22903 -0.024 -0.057 -0.113
H -3.30809 -1.94083 -2.55724 -0.006 -0.064 0.151
H -2.43293 -2.97490 -1.39217 -0.207 0.124 -0.119
H -3.80379 -0.32239 -0.68539 0.153 -0.217 0.159
H -2.93131 -1.41381 0.44269 -0.070 0.233 -0.259
H 1.45083 -0.61201 -3.89310 0.196 -0.141 0.074
H 2.37203 -1.68831 -2.78416 -0.063 0.132 -0.087
H 1.01008 -3.11565 -4.29985 0.068 -0.048 -0.011
H 0.31344 -3.17555 -2.65876 0.027 0.050 -0.168
H -0.42582 -2.16076 -3.91822 0.063 -0.124 0.120
H 1.94314 2.81295 -1.42436 -0.244 0.212 0.168
H 1.96005 5.24402 -1.27154 -0.300 -0.105 0.227
H 0.00976 6.47756 -0.27270 -0.018 -0.391 -0.053
H -1.99568 5.15584 0.48995 0.283 -0.034 0.003
H -1.95252 2.70304 0.43094 0.235 0.328 -0.184
O 1.73404 -1.08382 6.13161 -0.220 -0.213 -0.804
N 1.22911 -1.52983 5.11721 -0.917 0.121 -1.903
C 1.02898 -1.09779 3.81843 0.494 -0.536 2.289
C 0.35761 -2.13400 3.13238 -0.888 -2.096 0.906
N 0.06597 -3.17358 3.96757 0.903 2.319 -1.456
O 0.60392 -2.79875 5.16807 0.194 0.344 0.689
C 0.18690 -2.05500 1.69556 0.339 1.695 -0.849
N -0.45140 -3.10218 0.91846 -0.798 -0.815 -1.606
O -1.06764 -4.02876 1.47461 1.154 1.608 -0.289
O -0.37099 -3.00572 -0.33142 0.101 -0.255 2.355
C 0.71924 -0.94328 0.99885 -0.315 -2.704 0.381
C 1.46140 -0.00356 1.71738 1.898 1.517 0.425
N 2.43787 0.86645 1.23841 -1.118 -1.247 -0.190
O 2.81032 1.12952 0.10792 -0.177 -0.210 1.452
O 3.10107 1.39538 2.34913 -0.489 0.056 -0.128
N 2.60942 0.85886 3.53101 -1.943 -1.755 -1.232
C 1.62769 -0.00466 3.12265 2.463 1.666 0.419
H 0.72939 -0.93907 -0.07921 0.131 -0.333 0.010
```
Positions in Å, forces in eV/Å.

Summary:
- HOMO energy: -0.1387 hartree
- Charge: -1



Record 3
ORCA calculation (wB97M-V/def2-TZVPD) on a molecular structure, C31H25N10O8PS2Tb in a non-equilibrium geometry.

XYZ file:
```
78
Properties=species:S:1:pos:R:3:forces:R:3
Tb 0.20777 -0.64829 -0.68493 -0.298 -0.334 -0.707
S 1.70197 -2.23729 -2.45223 0.339 -0.153 0.396
C 0.58237 -1.68029 -3.61783 -0.202 0.040 -0.069
C 0.73617 -1.99069 -4.98243 -0.153 0.112 -0.024
C -0.18123 -1.51929 -5.88653 -0.057 0.051 0.178
C -1.25193 -0.75029 -5.42303 -0.004 0.031 0.032
C -1.33763 -0.49419 -4.06903 -0.326 0.153 -0.191
N -0.45653 -0.93379 -3.17183 0.486 -0.375 -0.314
H 1.58047 -2.59569 -5.27343 0.055 -0.010 -0.054
H -0.07963 -1.73929 -6.94053 0.007 -0.018 -0.063
H -1.99533 -0.36049 -6.10103 -0.084 0.036 0.004
H -2.15753 0.10101 -3.67493 0.035 -0.084 -0.030
O 2.58877 2.55661 -2.34793 0.119 -0.166 0.179
C 1.48887 2.11881 -2.09023 -0.178 1.284 -0.945
O 1.18997 1.11421 -1.35343 0.774 0.056 -0.017
C 0.22767 2.78471 -2.69593 0.099 -0.645 0.283
P -1.18863 1.92991 -1.87553 -0.548 1.264 -0.154
C -2.56493 2.85101 -2.68593 0.007 -0.300 -0.023
C -2.47523 3.26181 -4.01353 0.092 -0.058 0.056
C -3.52333 3.92821 -4.62033 -0.138 0.082 -0.123
C -4.68803 4.17811 -3.91633 -0.064 0.026 -0.065
C -4.80663 3.73531 -2.60833 -0.114 0.012 0.039
C -3.75773 3.07061 -2.00133 0.040 -0.051 -0.032
C -1.22433 2.78171 -0.24343 -0.142 0.314 -0.237
C -0.95783 1.88081 0.90047 0.521 -0.129 -0.198
C -1.37263 2.31191 2.30827 -0.106 -0.190 -0.177
C -1.49913 3.79841 2.41617 0.089 0.014 -0.112
C -1.53173 4.58941 1.34097 0.008 0.158 0.412
C -1.45183 4.08321 -0.01263 0.012 -0.634 -0.344
H 0.22007 2.56771 -3.76673 0.075 -0.003 0.061
H 0.20417 3.86891 -2.56013 0.117 -0.159 0.031
H -1.58043 3.06721 -4.58653 0.039 0.029 -0.017
H -3.42653 4.25691 -5.64613 -0.007 0.015 -0.057
H -5.50383 4.70491 -4.38863 -0.085 0.052 -0.032
H -5.72173 3.90991 -2.06093 -0.075 0.007 0.054
H -3.84753 2.72341 -0.98073 -0.083 0.043 0.048
H -1.28923 0.85611 0.68387 -0.227 0.447 0.257
H -2.29173 1.83931 2.67977 0.027 -0.037 0.050
H -1.60393 4.19931 3.41377 -0.018 0.125 0.074
H -1.65663 5.65631 1.45377 -0.005 0.125 0.147
H -1.62063 4.77661 -0.82503 -0.012 0.015 -0.118
C 0.89467 -0.97769 5.26047 -0.003 0.063 0.001
C 0.56387 0.31231 4.61177 0.078 0.310 -0.130
N 0.92847 1.46871 5.02417 0.639 -0.470 0.658
N 0.37627 2.39941 4.15777 -0.519 -0.021 0.077
C -0.13163 1.75031 3.01657 0.386 0.044 -1.164
S 0.85807 1.84141 1.31147 -0.503 0.160 0.812
N -0.20933 0.39741 3.46477 -0.441 -0.010 0.492
N -0.46743 -0.64299 2.56397 0.132 -0.129 0.287
H 1.42977 -0.77219 6.18207 0.047 -0.013 0.028
H 1.52827 -1.58259 4.60907 -0.005 -0.057 0.018
H -0.00873 -1.54279 5.48777 -0.029 -0.055 -0.018
H 0.92877 3.23611 4.04457 -0.038 -0.157 -0.089
H 0.31977 -1.29059 2.52717 -0.211 0.258 -0.053
H -1.29683 -1.16289 2.85207 0.205 0.185 -0.024
O 0.56797 -2.68009 0.55687 0.016 -0.242 0.267
C 1.71717 -2.22999 0.77187 0.279 -1.143 0.698
O 2.01217 -1.02129 0.65757 0.643 0.274 0.053
C 2.79587 -3.17749 1.23977 0.148 -0.024 -0.038
C 4.11397 -2.73769 1.25577 0.185 -0.065 0.071
C 5.11117 -3.59789 1.70057 -1.327 -0.364 -0.050
C 4.81377 -4.88479 2.12517 0.088 -0.111 0.042
C 3.49107 -5.30509 2.09807 0.275 1.345 -0.439
C 2.47487 -4.46249 1.65537 0.086 -0.176 0.036
N 3.17637 -6.63909 2.55287 -0.170 -0.639 0.254
O 2.00827 -6.96439 2.58457 -0.079 -0.009 -0.023
O 4.10177 -7.35349 2.88527 0.075 -0.089 0.021
N 6.48377 -3.14459 1.74677 0.575 0.153 0.068
O 6.71447 -2.00399 1.41387 0.007 0.163 -0.078
O 7.32087 -3.93659 2.13087 0.171 -0.134 0.044
H 4.34687 -1.73669 0.92137 0.010 0.016 0.024
H 5.59367 -5.54629 2.47377 -0.047 0.051 -0.028
H 1.44737 -4.79689 1.62927 0.001 -0.001 -0.014
N -1.98083 -1.10039 -0.13953 -0.638 -0.523 0.318
C -2.86043 -1.51389 0.52647 1.024 0.565 -0.824
N -3.90733 -1.83079 1.11117 -1.006 0.299 -0.702
C -4.26263 -2.41869 2.19357 0.101 -0.267 0.644
N -4.67853 -2.90399 3.15517 -0.169 -0.332 0.563
```
Positions in Å, forces in eV/Å.

Summary:
- HOMO energy (alpha / beta): -0.1998 / -0.2003 hartree
- Charge: -1
- Spin multiplicity: 7
- Expectation value of S²: 12.045
- Energy relative to the best compared isomer or geometry (same formula, charge and spin): 518.60 kJ/mol



> Which value of charge does entry 3 give?

-1